Formula: C28H29Cl2N5OOsS2
Source: the OMol25 dataset
Level of theory: ωB97M-V/def2-TZVPD

Geometry (Å):
Os: -0.23 -0.30 0.25
C: -1.80 -0.42 4.61
C: -1.72 -0.21 3.12
N: -0.59 -0.32 2.51
N: 0.51 -0.60 3.30
C: 1.65 -0.63 2.70
S: 2.01 -0.42 1.01
S: 2.99 -0.78 3.84
C: 4.28 -1.56 2.84
C: 3.97 -2.95 2.33
C: 4.26 -3.28 1.01
C: 4.04 -4.57 0.54
C: 3.52 -5.54 1.39
C: 3.22 -5.21 2.70
C: 3.44 -3.93 3.17
C: -2.95 0.15 2.41
C: -4.04 0.59 3.18
C: -5.25 0.96 2.63
C: -5.41 0.89 1.25
C: -4.37 0.47 0.46
C: -3.12 0.12 1.00
O: -2.21 -0.28 0.14
H: -0.93 -0.96 4.97
H: -2.71 -0.96 4.87
H: -1.83 0.55 5.12
H: 5.12 -1.60 3.54
H: 4.57 -0.91 2.02
H: 4.65 -2.52 0.35
H: 4.28 -4.81 -0.48
H: 3.35 -6.55 1.03
H: 2.81 -5.96 3.37
H: 3.20 -3.67 4.20
H: -3.93 0.65 4.25
H: -6.05 1.30 3.27
H: -6.35 1.17 0.80
H: -4.47 0.42 -0.62
Cl: 1.71 1.98 -2.12
C: 1.12 3.20 -1.03
C: 1.51 4.51 -1.21
C: 1.04 5.49 -0.34
C: 0.19 5.15 0.71
C: -0.19 3.84 0.88
Cl: -1.26 3.42 2.18
C: 0.25 2.79 0.02
N: -0.12 1.54 0.20
H: 2.17 4.76 -2.03
H: 1.35 6.52 -0.48
H: -0.17 5.90 1.39
C: 0.79 -3.02 -0.82
C: 0.69 -4.56 -1.01
N: -0.48 -5.10 -0.34
C: -0.39 -4.78 1.09
C: -0.31 -3.25 1.31
N: -0.36 -2.54 0.01
C: -1.62 -2.93 -0.69
C: -1.67 -4.46 -0.89
H: 0.75 -2.49 -1.77
H: 1.70 -2.74 -0.31
H: 1.58 -5.04 -0.61
H: 0.63 -4.81 -2.07
H: 0.49 -5.28 1.49
H: -1.27 -5.20 1.59
H: 0.62 -2.97 1.81
H: -1.14 -2.89 1.92
H: -1.64 -2.39 -1.64
H: -2.45 -2.56 -0.09
H: -1.74 -4.71 -1.94
H: -2.55 -4.88 -0.39

## Properties
2S+1 ... 5
F_max ... 0.34 eV/A
Net charge ... 0
Relative energy (zero: lowest compared OMol25 entry of this formula, charge and spin) ... 0.0 kJ/mol
Gap between HOMO and LUMO (alpha / beta) ... 7.1 / 6.7 eV

natural (NBO) population analysis, charges in e, atoms 1 to 2:
1. Os 1.254
2. C -0.692

Formula: C5H14N2O
Source: the OMol25 dataset
Level of theory: ωB97M-V/def2-TZVPD

Geometry (Å):
C: -0.47 -0.08 0.12
C: 0.60 0.02 -0.87
C: 0.07 1.37 1.15
C: -0.52 -1.31 1.01
C: 1.53 1.59 1.47
N: 0.36 -1.28 -2.01
N: -0.93 -1.39 -2.61
O: -1.73 0.26 -0.37
H: -2.39 0.16 0.33
H: 1.01 -1.04 -2.76
H: -1.41 -0.48 -2.60
H: -1.52 -2.03 -2.08
H: 1.58 -0.24 -0.48
H: 0.56 0.92 -1.48
H: -0.49 1.15 2.07
H: -0.38 2.27 0.73
H: -1.15 -1.13 1.88
H: 0.48 -1.59 1.35
H: -0.95 -2.15 0.46
H: 2.02 0.66 1.78
H: 2.07 2.00 0.61
H: 1.66 2.32 2.29

## Properties
2S+1 ... 1
F_max ... 5.39 eV/A
SMILES ... CC[C@@](C)(O)CNN
Net charge ... 0
Relative energy (zero: lowest compared OMol25 entry of this formula, charge and spin) ... 378.6 kJ/mol
Gap between HOMO and LUMO ... 9.1 eV

natural (NBO) population analysis, charges in e, atoms 1 to 2:
1. C 0.291
2. C -0.276

Formula: C4H4N2O
Source: the OMol25 dataset
Level of theory: ωB97M-V/def2-TZVPD

Geometry (Å):
N: 1.70 1.60 0.43
C: 1.36 0.54 -0.10
C: 1.09 -0.64 -0.61
O: -0.06 -1.38 -0.40
C: -1.23 -0.64 -0.18
C: -1.31 -0.03 1.17
N: -1.40 0.45 2.22
H: 1.81 -1.15 -1.24
H: 1.45 2.44 -0.10
H: -1.35 0.16 -0.92
H: -2.07 -1.34 -0.28

## Properties
2S+1 ... 1
F_max ... 1.14 eV/A
SMILES ... N#CCOC=C=N
Net charge ... 0
Relative energy (zero: lowest compared OMol25 entry of this formula, charge and spin) ... 272.9 kJ/mol
Gap between HOMO and LUMO ... 9.4 eV

natural (NBO) population analysis, charges in e, atoms 1 to 2:
1. N -0.570
2. C 0.305

Formula: C16H16N3O4Rh
Source: the OMol25 dataset
Level of theory: ωB97M-V/def2-TZVPD

Geometry (Å):
Rh: 0.89 0.95 -0.66
N: 1.51 -0.23 -2.19
C: 1.09 0.39 -3.45
C: -0.08 1.37 -3.29
O: -0.93 1.54 -4.18
N: 0.02 1.98 -2.11
C: -0.98 2.88 -1.58
C: -0.64 3.30 -0.12
O: -1.25 4.27 0.35
O: 0.24 2.61 0.50
H: 3.07 0.75 -1.55
H: 1.29 -1.22 -2.15
H: 0.84 -0.36 -4.21
H: 1.91 1.00 -3.84
H: -1.98 2.40 -1.53
H: -1.10 3.79 -2.16
N: 1.87 0.13 1.03
C: 1.22 -0.54 2.11
C: 1.84 -0.52 3.35
C: 1.25 -1.07 4.48
C: -0.02 -1.63 4.35
C: -0.64 -1.64 3.11
C: -0.04 -1.12 1.95
C: -0.80 -1.22 0.66
C: -1.61 -2.36 0.54
C: -2.49 -2.52 -0.52
C: -2.57 -1.50 -1.46
C: -1.73 -0.41 -1.37
C: -0.77 -0.22 -0.35
H: 2.24 1.03 1.33
H: 2.66 -0.34 0.60
H: 2.82 -0.05 3.43
H: 1.75 -1.04 5.44
H: -0.53 -2.03 5.21
H: -1.64 -2.03 3.04
H: -1.53 -3.15 1.27
H: -3.09 -3.42 -0.60
H: -3.26 -1.58 -2.29
H: -1.80 0.33 -2.16
O: 2.94 1.49 -0.94

## Properties
2S+1 ... 1
F_max ... 0.62 eV/A
Net charge ... -2
Relative energy (zero: lowest compared OMol25 entry of this formula, charge and spin) ... 85.3 kJ/mol
Gap between HOMO and LUMO ... 5.6 eV

natural (NBO) population analysis, charges in e, atoms 1 to 2:
1. Rh 0.963
2. N -0.894

Copy entry 4 word for word.
Formula: C16H16N3O4Rh
Source: the OMol25 dataset
Level of theory: ωB97M-V/def2-TZVPD

Geometry (Å):
Rh: 0.89 0.95 -0.66
N: 1.51 -0.23 -2.19
C: 1.09 0.39 -3.45
C: -0.08 1.37 -3.29
O: -0.93 1.54 -4.18
N: 0.02 1.98 -2.11
C: -0.98 2.88 -1.58
C: -0.64 3.30 -0.12
O: -1.25 4.27 0.35
O: 0.24 2.61 0.50
H: 3.07 0.75 -1.55
H: 1.29 -1.22 -2.15
H: 0.84 -0.36 -4.21
H: 1.91 1.00 -3.84
H: -1.98 2.40 -1.53
H: -1.10 3.79 -2.16
N: 1.87 0.13 1.03
C: 1.22 -0.54 2.11
C: 1.84 -0.52 3.35
C: 1.25 -1.07 4.48
C: -0.02 -1.63 4.35
C: -0.64 -1.64 3.11
C: -0.04 -1.12 1.95
C: -0.80 -1.22 0.66
C: -1.61 -2.36 0.54
C: -2.49 -2.52 -0.52
C: -2.57 -1.50 -1.46
C: -1.73 -0.41 -1.37
C: -0.77 -0.22 -0.35
H: 2.24 1.03 1.33
H: 2.66 -0.34 0.60
H: 2.82 -0.05 3.43
H: 1.75 -1.04 5.44
H: -0.53 -2.03 5.21
H: -1.64 -2.03 3.04
H: -1.53 -3.15 1.27
H: -3.09 -3.42 -0.60
H: -3.26 -1.58 -2.29
H: -1.80 0.33 -2.16
O: 2.94 1.49 -0.94

## Properties
2S+1 ... 1
F_max ... 0.62 eV/A
Net charge ... -2
Relative energy (zero: lowest compared OMol25 entry of this formula, charge and spin) ... 85.3 kJ/mol
Gap between HOMO and LUMO ... 5.6 eV

natural (NBO) population analysis, charges in e, atoms 1 to 2:
1. Rh 0.963
2. N -0.894